Entry from the OMol25 dataset: a molecular structure, C3H10N4O2 in a non-equilibrium geometry (wB97M-V/def2-TZVPD).

ORCA input file:
```
! RIJCOSX wB97M-V def2-TZVPD def2/J DEFGRID3
* xyz 0 1
C -1.62 1.37 0.21
C -0.35 0.70 -0.29
N 0.60 1.64 -0.81
O -0.59 -0.41 -1.17
H 0.14 2.44 -1.23
H 1.17 1.19 -1.52
H -1.35 2.17 0.90
H -2.23 0.63 0.71
H -2.16 1.78 -0.64
C 0.11 -1.30 -0.24
N 1.58 0.05 1.16
N -0.76 -2.33 0.20
O 1.31 -1.76 -0.71
N 0.24 -0.20 0.74
H 2.00 -1.32 -0.17
H 1.92 0.88 0.68
H 1.55 0.23 2.16
H -0.23 -3.11 0.58
H -1.33 -2.65 -0.57
*
```

Summary:
Highest occupied orbital energy, eV: -9.27
Total energy, Eh: -489.7919
Orbital gap, eV: 10.21

natural (NBO) population analysis, charges in e, atoms 1 to 5: C -0.64; C 0.52; N -0.87; O -0.54; H 0.38